1.
DFT (ωB97M-V/def2-TZVPD) results for C23H28CaF6N6O6S3 as an isolated structure in a non-equilibrium geometry.

The geometry in XYZ format:
```
73
Properties=species:S:1:pos:R:3
H 13.72 -11.89 -3.51
C 14.03 -13.54 -8.00
N 11.13 -12.75 -5.36
Ca 10.81 -13.33 -7.64
F 4.82 -11.62 -6.81
H 13.59 -16.38 -7.11
O 10.41 -10.18 -8.05
C 12.49 -13.67 -11.90
C 13.84 -13.87 -11.70
C 13.03 -16.61 -4.72
H 12.70 -16.92 -3.73
H 15.35 -14.04 -10.15
H 9.56 -11.99 -2.47
H 15.80 -19.25 -8.90
C 13.47 -13.55 -9.39
H 13.62 -14.64 -4.22
N 11.81 -16.19 -5.40
H 11.93 -11.57 -1.79
C 11.68 -13.34 -10.82
S 6.45 -9.96 -8.08
F 8.92 -8.81 -10.63
H 13.59 -19.01 -7.71
N 12.18 -13.27 -9.58
H 13.39 -17.52 -5.24
C 15.24 -15.94 -3.64
C 10.37 -12.14 -3.19
H 11.73 -16.10 -9.31
O 15.18 -13.87 -7.78
F 8.87 -10.94 -11.26
C 12.38 -12.50 -4.98
H 14.82 -16.08 -2.64
O 6.02 -8.76 -7.45
C 11.61 -16.33 -6.71
F 6.87 -12.37 -7.11
N 12.67 -16.42 -7.52
C 6.13 -11.29 -6.82
N 13.07 -13.15 -7.13
C 12.60 -16.66 -8.97
C 13.65 -18.97 -8.80
H 14.49 -14.08 -12.54
O 14.69 -12.51 -5.65
C 13.54 -12.73 -5.94
F 6.43 -10.87 -5.58
C 9.43 -10.02 -10.47
H 13.49 -20.01 -9.09
F 10.73 -10.01 -10.86
N 8.03 -9.85 -8.01
H 10.61 -13.16 -10.90
H 14.53 -15.29 -5.59
C 10.15 -12.54 -4.49
H 15.34 -17.58 -8.83
H 12.05 -13.72 -12.89
S 9.21 -10.61 -8.71
C 14.33 -13.83 -10.42
C 12.48 -18.13 -9.35
C 14.10 -15.54 -4.60
C 16.05 -17.18 -4.09
S 10.00 -16.42 -7.27
C 11.67 -11.88 -2.79
H 16.71 -17.55 -3.30
H 15.41 -18.01 -4.37
O 9.06 -12.05 -8.92
C 12.68 -12.07 -3.72
H 10.94 -16.17 -4.86
H 16.67 -16.88 -4.94
H 15.14 -18.48 -10.36
H 9.11 -12.69 -4.83
H 11.55 -18.53 -8.92
C 15.06 -18.55 -9.25
H 12.45 -18.19 -10.45
O 5.86 -10.47 -9.27
H 15.93 -15.11 -3.59
H 13.53 -16.26 -9.40
```

Summary:
Maximum force in eV/Å: 1.6
Highest occupied orbital energy in eV: -9.410
Energy relative to the best compared isomer or geometry (same formula, charge and spin) in kcal/mol: 0.0
Gap between HOMO and LUMO in eV: 8.8



2.
DFT (ωB97M-V/def2-TZVPD) results for C23H28Cl3IrN3O2Si as an isolated structure in a non-equilibrium geometry.

The geometry in XYZ format:
```
61
Properties=species:S:1:pos:R:3
C 4.10 1.90 2.15
H -0.19 -1.01 2.65
Ir -2.44 0.19 0.74
O -5.83 -1.11 -1.01
C 5.51 3.91 1.59
H -1.43 2.67 1.17
C 4.47 3.74 -0.74
C -4.93 -0.51 -0.48
C 2.11 -0.38 1.49
H 6.22 4.57 2.07
C 4.84 0.20 -0.55
H 0.13 -2.04 -0.66
H -2.29 1.29 -4.16
H 0.31 -4.34 0.61
C -0.41 0.28 -4.34
C -0.79 -4.41 0.61
O -3.77 -1.04 -0.14
H -2.42 -3.70 -0.62
N -3.93 1.62 0.48
C -0.94 -2.15 -0.46
Cl 5.39 -0.98 0.53
H -2.97 -2.59 1.26
C -0.04 0.89 -1.64
H 1.88 -0.07 -1.88
H -1.99 1.81 -1.77
C 5.00 2.89 2.41
H 5.38 2.88 3.43
H 0.61 -2.29 1.70
C -2.01 -2.50 1.76
H -0.56 0.04 -5.39
H -0.60 -3.86 2.72
H 5.68 5.07 -0.23
H -0.66 1.57 2.31
H -2.19 -2.02 2.72
H -1.02 -5.47 0.50
H -4.20 2.01 1.37
N 0.99 -0.33 1.04
H 1.90 3.16 -0.55
C -1.05 1.66 1.28
C 5.20 4.19 0.24
H -5.35 1.48 -1.11
Cl 5.51 0.64 -2.02
H -3.61 2.40 -0.09
C -1.36 -3.88 1.94
C -1.39 0.98 -3.65
C -1.34 -3.61 -0.56
H 1.53 -0.64 -4.24
C -1.21 1.27 -2.31
C 1.84 2.26 0.06
H -0.95 -3.99 -1.51
Cl 3.42 1.80 0.45
H -1.47 -1.55 -1.19
C 0.94 0.22 -2.36
C 0.04 -1.37 1.65
N -1.20 -1.54 0.92
H 3.71 1.10 2.76
Si 0.31 1.27 0.14
C -5.12 0.98 -0.17
C 0.76 -0.10 -3.70
H -2.15 -4.54 2.31
H -5.99 1.07 0.47
```

Summary:
Maximum force in eV/Å: 4.7
Total charge: +1
Highest occupied orbital energy (spin up / spin down) in eV: -9.239 / -10.718
2S+1: 5
Gap between HOMO and LUMO (spin up / spin down) in eV: 5.2 / 5.8



3.
DFT (ωB97M-V/def2-TZVPD) results for one molecule with the formula C23H28ClN3O2S.

The geometry in XYZ format:
```
58
Properties=species:S:1:pos:R:3
H -4.71 3.28 2.19
C 6.44 -2.05 -0.31
C -4.15 4.23 0.34
N 6.74 0.11 0.72
C -2.95 2.84 -1.21
H 2.44 -1.71 1.08
H -2.97 -1.35 -1.63
H -5.75 -0.94 2.94
Cl -7.33 -3.81 -0.61
O -1.38 0.50 -1.63
H 5.73 0.17 0.58
C -3.48 -0.49 -1.18
C -4.22 3.17 1.23
C 3.21 -0.93 1.24
H 6.37 -1.68 -1.33
H 0.82 -0.81 -0.96
C 7.33 -1.09 0.48
H 0.35 1.37 -2.14
H -2.46 2.70 -2.16
H 7.22 0.77 1.31
C 5.05 -2.22 0.30
C -3.52 4.06 -0.88
H -3.99 0.03 -1.99
H 3.75 1.38 -0.96
C -6.31 -2.59 0.08
C -6.47 -2.23 1.41
C -3.65 1.95 0.89
H -4.59 5.18 0.60
C 2.99 0.61 -1.12
H -5.23 -2.29 -1.73
C 2.55 0.45 1.19
H -7.21 -2.71 2.02
N 1.98 0.77 -0.10
H 2.95 -1.56 -1.33
C 3.68 -0.77 -1.08
N 4.26 -0.99 0.23
O 8.46 -1.36 0.82
C 0.71 0.13 -0.40
H -0.35 2.00 -0.63
H 6.94 -3.02 -0.33
C -4.50 -1.01 -0.20
C -5.65 -1.25 1.91
C -2.99 1.78 -0.32
H 4.47 -0.79 -1.83
H 2.54 0.76 -2.10
S -3.74 0.60 2.04
H 3.31 1.21 1.41
H 5.16 -2.49 1.35
C -4.68 -0.63 1.13
H 3.66 -1.09 2.22
H -1.97 0.00 0.29
H 0.21 -0.10 0.55
C -2.39 0.44 -0.63
H 4.53 -3.05 -0.21
H 1.78 0.53 1.96
H -3.48 4.88 -1.58
C -5.35 -1.99 -0.70
C -0.17 1.09 -1.21
```

Summary:
Maximum force in eV/Å: 0.6
Structure (SMILES): NC(=O)CCN1CCN(CCO[C@@H]2Cc3cc(Cl)ccc3Sc3ccccc32)CC1
Highest occupied orbital energy in eV: -8.481
Energy relative to the best compared isomer or geometry (same formula, charge and spin) in kcal/mol: 1.1
Gap between HOMO and LUMO in eV: 9.0



4.
DFT (ωB97M-V/def2-TZVPD) results for C23H28F4N8SSr as an isolated structure.

The geometry in XYZ format:
```
65
Properties=species:S:1:pos:R:3
H 3.48 0.89 4.34
F -1.17 1.91 -4.83
H -2.57 4.28 2.51
N 2.33 -0.26 -1.75
F -2.19 -3.28 -3.61
H -4.07 3.77 0.73
H 4.96 1.65 4.95
C 3.81 2.90 3.61
C -1.84 4.30 1.69
N 0.33 -2.42 0.92
C 0.41 -3.23 -0.31
H 2.41 -2.30 1.13
H 1.58 -1.73 -3.12
C 3.91 1.83 4.69
F -0.41 1.03 -2.47
C -2.02 -0.19 -5.49
H -0.86 -2.12 2.60
H 3.64 1.26 -1.07
N -0.73 -1.59 -1.70
N -2.39 0.96 0.00
C -1.40 0.62 -4.55
H 3.73 -0.95 -4.66
N 0.44 2.97 2.26
H 1.50 -2.00 2.61
C -3.87 2.78 0.34
N 4.02 0.38 -2.99
C -4.63 0.82 -0.80
H -0.94 4.77 2.06
C -4.88 2.09 -0.31
N -0.42 2.30 1.45
C -0.85 -2.73 1.70
H 0.41 -4.30 -0.04
H -3.09 -0.67 -1.01
C 2.34 -0.99 -2.92
H 1.68 -3.67 2.00
H -1.75 -2.52 1.13
H 4.35 2.58 2.72
S 2.43 1.20 1.48
C 3.39 -0.62 -3.69
H 1.95 3.91 3.73
H 1.37 -3.02 -0.78
C -1.53 2.91 1.22
C -2.23 -1.50 -5.11
H -0.50 -3.65 -2.16
C -1.85 -1.99 -3.88
H -5.38 0.25 -1.32
H -0.88 -3.79 2.00
H -1.66 -3.33 -0.91
C -2.61 2.19 0.49
Sr 0.16 0.11 -0.11
H 3.38 2.14 5.59
H -5.86 2.54 -0.43
H 4.84 0.89 -3.27
C 1.67 2.50 2.34
C -1.02 0.13 -3.32
H 4.26 3.83 3.95
C 1.54 -2.61 1.71
C -0.70 -2.98 -1.32
C -3.36 0.30 -0.62
C 3.35 0.55 -1.83
N 2.44 3.19 3.22
H -2.27 4.90 0.89
F -2.85 -2.33 -5.96
C -1.18 -1.21 -2.90
H -2.32 0.18 -6.46
```

Summary:
Maximum force in eV/Å: 0.5
Highest occupied orbital energy in eV: -6.899
Energy relative to the best compared isomer or geometry (same formula, charge and spin) in kcal/mol: 0.0
Gap between HOMO and LUMO in eV: 7.1



Question: What is the maximum force in the first record?
Answer: 1.6 eV/Å



Copy entry 2 word for word.
DFT (ωB97M-V/def2-TZVPD) results for C23H28Cl3IrN3O2Si as an isolated structure in a non-equilibrium geometry.

The geometry in XYZ format:
```
61
Properties=species:S:1:pos:R:3
C 4.10 1.90 2.15
H -0.19 -1.01 2.65
Ir -2.44 0.19 0.74
O -5.83 -1.11 -1.01
C 5.51 3.91 1.59
H -1.43 2.67 1.17
C 4.47 3.74 -0.74
C -4.93 -0.51 -0.48
C 2.11 -0.38 1.49
H 6.22 4.57 2.07
C 4.84 0.20 -0.55
H 0.13 -2.04 -0.66
H -2.29 1.29 -4.16
H 0.31 -4.34 0.61
C -0.41 0.28 -4.34
C -0.79 -4.41 0.61
O -3.77 -1.04 -0.14
H -2.42 -3.70 -0.62
N -3.93 1.62 0.48
C -0.94 -2.15 -0.46
Cl 5.39 -0.98 0.53
H -2.97 -2.59 1.26
C -0.04 0.89 -1.64
H 1.88 -0.07 -1.88
H -1.99 1.81 -1.77
C 5.00 2.89 2.41
H 5.38 2.88 3.43
H 0.61 -2.29 1.70
C -2.01 -2.50 1.76
H -0.56 0.04 -5.39
H -0.60 -3.86 2.72
H 5.68 5.07 -0.23
H -0.66 1.57 2.31
H -2.19 -2.02 2.72
H -1.02 -5.47 0.50
H -4.20 2.01 1.37
N 0.99 -0.33 1.04
H 1.90 3.16 -0.55
C -1.05 1.66 1.28
C 5.20 4.19 0.24
H -5.35 1.48 -1.11
Cl 5.51 0.64 -2.02
H -3.61 2.40 -0.09
C -1.36 -3.88 1.94
C -1.39 0.98 -3.65
C -1.34 -3.61 -0.56
H 1.53 -0.64 -4.24
C -1.21 1.27 -2.31
C 1.84 2.26 0.06
H -0.95 -3.99 -1.51
Cl 3.42 1.80 0.45
H -1.47 -1.55 -1.19
C 0.94 0.22 -2.36
C 0.04 -1.37 1.65
N -1.20 -1.54 0.92
H 3.71 1.10 2.76
Si 0.31 1.27 0.14
C -5.12 0.98 -0.17
C 0.76 -0.10 -3.70
H -2.15 -4.54 2.31
H -5.99 1.07 0.47
```

Summary:
Maximum force in eV/Å: 4.7
Total charge: +1
Highest occupied orbital energy (spin up / spin down) in eV: -9.239 / -10.718
2S+1: 5
Gap between HOMO and LUMO (spin up / spin down) in eV: 5.2 / 5.8



Question: Number 2 is which compound?
Answer: C23H28Cl3IrN3O2Si



Question: maximum force of number 1 (C23H28CaF6N6O6S3)?
Answer: 1.6 eV/Å